[1]
Below is 5 unconnected molecules or ions with the total composition C36H73BF3N4O10 at a distorted geometry, with properties calculated with ωB97M-V with the def2-TZVPD basis set.

Summary:
HOMO (eV): -11.7
Net charge: +1

Bonds (Å) are listed after each position.
Geometry (Å):
1 C 3.32802 0.40748 -3.27623  C2 1.334, H39 1.082, H40 1.083
2 C 3.76933 -0.39617 -2.30770  C1 1.334, N3 1.431, H41 1.080
3 N 3.31117 -0.39261 -0.95251  C2 1.431, C4 1.386, C35 1.498
4 C 2.23355 0.44156 -0.69903  N3 1.386, N5 1.313, N16 1.375
5 N 2.42893 1.73613 -0.60247  C4 1.313, C6 1.476, N13 1.404
6 C 1.34806 2.71854 -0.39025  N5 1.476, C7 1.537, H42 1.085, H43 1.084
7 C 0.44134 2.89833 -1.61770  C6 1.537, C8 1.489, H44 1.089, H45 1.097
8 C 1.18697 3.52611 -2.74309  C7 1.489, F9 1.358, C10 1.331
9 F 2.01139 4.55360 -2.41484  C8 1.358
10 C 1.14122 3.16816 -4.02434  C8 1.331, F11 1.317, F12 1.315
11 F 2.14268 3.36338 -4.85722  C10 1.317
12 F 0.10654 2.60187 -4.60555  C10 1.315
13 N 3.72524 2.24882 -0.76722  N5 1.404, C14 1.239
14 C 4.37388 2.46670 0.26568  N13 1.239, O15 1.146
15 O 5.05150 2.58295 1.18277  C14 1.146
16 N 0.94518 -0.01461 -0.54982  C4 1.375, C17 1.495, C23 1.491
17 C 0.49010 -0.16887 0.86606  N16 1.495, C18 1.540, H46 1.092, H47 1.093
18 C -0.87944 0.47627 1.15040  C17 1.540, C19 1.542, H48 1.091, H49 1.089
19 C -1.60672 -0.29021 2.27317  C18 1.542, C20 1.523, H50 1.090, H51 1.097
20 C -2.22060 -1.60717 1.81522  C19 1.523, C21 1.528, H52 1.096, H53 1.096
21 C -3.00818 -2.31853 2.91503  C20 1.528, C22 1.553, H54 1.090, H55 1.091
22 C -3.82685 -3.50726 2.34096  C21 1.553, H56 1.094, H57 1.087, H58 1.089
23 C 0.78268 -1.22418 -1.40572  N16 1.491, C24 1.521, C34 1.540, H59 1.090
24 C -0.66166 -1.68846 -1.51054  C23 1.521, O25 1.415, H60 1.091, H61 1.096
25 O -1.19518 -1.12260 -2.69252  C24 1.415, C26 1.434
26 C -2.49176 -1.65047 -3.00245  O25 1.434, C27 1.517, H62 1.094, H63 1.096
27 C -3.18512 -0.67248 -3.93148  C26 1.517, O28 1.414, H64 1.089, H65 1.096
28 O -3.88761 0.31154 -3.19730  C27 1.414, C29 1.413
29 C -3.05849 1.40160 -2.85061  O28 1.413, C30 1.530, H66 1.098, H67 1.097
30 C -3.83332 2.36925 -1.95439  C29 1.530, O31 1.405, H68 1.088, H69 1.103
31 O -4.66211 1.71384 -1.02803  C30 1.405, C32 1.416
32 C -3.93119 0.92914 -0.10321  O31 1.416, C33 1.520, H70 1.101, H71 1.096
33 C -4.71347 0.72182 1.18363  C32 1.520, H72 1.089, H73 1.089, H74 1.090
34 C 1.75866 -2.35381 -1.02784  C23 1.540, C35 1.539, H75 1.092, H76 1.090
35 C 3.01057 -1.74163 -0.37563  N3 1.498, C34 1.539, B36 1.587, H77 1.095
36 B 4.23341 -2.75216 -0.31992  C35 1.587, O37 1.385, O38 1.368
37 O 4.00872 -3.97366 0.29333  B36 1.385, H78 0.967
38 O 5.46713 -2.44333 -0.82427  B36 1.368, H79 0.969
39 H 4.00950 0.62676 -4.08701  C1 1.082
40 H 2.33479 0.83981 -3.29217  C1 1.083
41 H 4.55762 -1.09787 -2.53905  C2 1.080
42 H 1.80878 3.67893 -0.18143  C6 1.085
43 H 0.72012 2.40994 0.43836  C6 1.084
44 H 0.01633 1.95125 -1.94589  C7 1.089
45 H -0.38703 3.53309 -1.28102  C7 1.097
46 H 0.45854 -1.22412 1.14479  C17 1.092
47 H 1.22652 0.28873 1.53196  C17 1.093
48 H -0.73253 1.48604 1.53593  C18 1.091
49 H -1.49235 0.48830 0.25048  C18 1.089
50 H -2.37804 0.33738 2.71840  C19 1.090
51 H -0.85312 -0.51205 3.03879  C19 1.097
52 H -1.46597 -2.31661 1.45703  C20 1.096
53 H -2.91884 -1.43210 0.98847  C20 1.096
54 H -2.33762 -2.72900 3.67066  C21 1.090
55 H -3.71458 -1.63103 3.38211  C21 1.091
56 H -3.72740 -3.51787 1.25122  C22 1.094
57 H -4.88395 -3.42820 2.58111  C22 1.087
58 H -3.44273 -4.46701 2.68427  C22 1.089
59 H 1.05198 -0.90729 -2.41350  C23 1.090
60 H -1.26858 -1.32745 -0.67864  C24 1.091
61 H -0.69187 -2.78316 -1.54166  C24 1.096
62 H -3.06092 -1.79064 -2.07890  C26 1.094
63 H -2.35391 -2.61890 -3.49753  C26 1.096
64 H -3.86811 -1.20813 -4.58885  C27 1.089
65 H -2.41052 -0.18938 -4.53805  C27 1.096
66 H -2.17855 1.04652 -2.29896  C29 1.098
67 H -2.69659 1.91320 -3.75152  C29 1.097
68 H -4.43017 3.07345 -2.53015  C30 1.088
69 H -3.07417 2.95233 -1.40620  C30 1.103
70 H -3.77965 -0.06123 -0.55929  C32 1.101
71 H -2.94263 1.35784 0.09854  C32 1.096
72 H -5.77964 0.59921 0.99920  C33 1.089
73 H -4.58992 1.57838 1.84476  C33 1.089
74 H -4.35228 -0.18492 1.66976  C33 1.090
75 H 1.29299 -2.99664 -0.27725  C34 1.092
76 H 1.97478 -2.96288 -1.90612  C34 1.090
77 H 2.73592 -1.55698 0.66840  C35 1.095
78 H 3.90538 -4.68147 -0.35704  O37 0.967
79 H 5.85189 -3.22059 -1.25659  O38 0.969
80 C 5.76682 6.59571 -1.76291  C81 1.521, H84 1.095, H85 1.091, H86 1.091
81 C 5.70318 6.57284 -3.28281  C80 1.521, C82 1.521, O83 1.428, H87 1.090
82 C 4.82904 7.69526 -3.81961  C81 1.521, H88 1.094, H89 1.090, H90 1.091
83 O 5.21728 5.30918 -3.73543  C81 1.428, H91 0.963
84 H 4.76641 6.45635 -1.34066  C80 1.095
85 H 6.39753 5.78515 -1.39520  C80 1.091
86 H 6.16640 7.54126 -1.39483  C80 1.091
87 H 6.70991 6.66711 -3.69113  C81 1.090
88 H 3.80371 7.58654 -3.45358  C82 1.094
89 H 4.79425 7.66408 -4.90852  C82 1.090
90 H 5.20265 8.67237 -3.51115  C82 1.091
91 H 4.32535 5.20013 -3.38837  O83 0.963
92 C 8.20322 -5.71894 0.07837  C93 1.520, H96 1.093, H97 1.091, H98 1.090
93 C 6.73682 -6.11969 0.06472  C92 1.520, C94 1.520, O95 1.434, H99 1.091
94 C 6.51421 -7.43827 0.78655  C93 1.520, H100 1.093, H101 1.091, H102 1.090
95 O 6.25074 -6.19454 -1.28281  C93 1.434, H103 0.963
96 H 8.80935 -6.47095 -0.43360  C92 1.093
97 H 8.34933 -4.77193 -0.44318  C92 1.091
98 H 8.57408 -5.61377 1.09800  C92 1.090
99 H 6.14251 -5.33853 0.54009  C93 1.091
100 H 7.07094 -8.24082 0.29556  C94 1.093
101 H 5.45920 -7.71378 0.76785  C94 1.091
102 H 6.83943 -7.37909 1.82529  C94 1.090
103 H 6.75209 -6.87552 -1.74443  O95 0.963
104 C -2.90105 5.07764 3.30813  C105 1.519, H108 1.093, H109 1.090, H110 1.090
105 C -1.88185 4.25317 2.53980  C104 1.519, C106 1.522, O107 1.429, H111 1.091
106 C -1.34346 5.01458 1.33738  C105 1.522, H112 1.093, H113 1.093, H114 1.090
107 O -2.46171 3.01697 2.11824  C105 1.429, H115 0.964
108 H -3.75576 5.31670 2.66969  C104 1.093
109 H -3.27692 4.51810 4.16443  C104 1.090
110 H -2.46718 6.01176 3.66601  C104 1.090
111 H -1.05679 3.98287 3.20103  C105 1.091
112 H -2.15366 5.25113 0.64222  C106 1.093
113 H -0.61255 4.40805 0.79668  C106 1.093
114 H -0.86563 5.94744 1.63792  C106 1.090
115 H -3.20213 3.21062 1.53132  O107 0.964
116 C -8.89635 -4.77293 4.55818  C117 1.520, H120 1.094, H121 1.090, H122 1.090
117 C -7.41396 -4.54796 4.80920  C116 1.520, C118 1.521, O119 1.430, H123 1.091
118 C -7.15694 -4.06442 6.22772  C117 1.521, H124 1.094, H125 1.091, H126 1.090
119 O -6.89074 -3.60882 3.86578  C117 1.430, H127 0.964
120 H -9.44990 -3.83840 4.68463  C116 1.094
121 H -9.06381 -5.11833 3.53788  C116 1.090
122 H -9.30700 -5.51134 5.24753  C116 1.090
123 H -6.86859 -5.47646 4.63508  C117 1.091
124 H -7.66110 -3.10972 6.40154  C118 1.094
125 H -6.09029 -3.90750 6.39172  C118 1.091
126 H -7.51992 -4.78320 6.96303  C118 1.090
127 H -7.35518 -2.77457 3.99490  O119 0.964

Here are the Löwdin charges for atoms 1 to 4, given in e: atom 1 (C): 0.062, atom 2 (C): -0.125, atom 3 (N): 0.048, atom 4 (C): -0.261

***

[2]
Below is 16 unconnected molecules or ions with the total composition C36H73Br8N10O24 at a distorted geometry, with properties calculated with ωB97M-V with the def2-TZVPD basis set.

Summary:
HOMO (eV): -4.3
Net charge: -1

Bonds (Å) are listed after each position.
Geometry (Å):
1 C 0.76585 1.94414 0.47203  C2 1.517, H12 1.093, H13 1.091, H14 1.090
2 C 0.97399 0.45420 0.28040  C1 1.517, C3 1.539, N7 1.540, C11 1.506
3 C 1.15077 -0.23085 1.64721  C2 1.539, C4 1.540, H15 1.092, H16 1.093
4 C 1.01961 -1.75201 1.85055  C3 1.540, C5 1.509, H17 1.090, H18 1.091
5 C -0.29097 -2.16668 1.22731  C4 1.509, C6 1.544, H19 1.089, H20 1.094
6 C -0.44938 -1.72394 -0.24284  C5 1.544, N7 1.492, C9 1.533, C10 1.541
7 N -0.26349 -0.24559 -0.31097  C2 1.540, C6 1.492, O8 1.199
8 O -0.74019 0.31886 -1.25546  N7 1.199
9 C -1.89879 -2.06760 -0.60547  C6 1.533, H21 1.087, H22 1.088, H23 1.086
10 C 0.51171 -2.51087 -1.15474  C6 1.541, H24 1.090, H25 1.092, H26 1.090
11 C 2.15687 0.15014 -0.60104  C2 1.506, H27 1.091, H28 1.085, H29 1.090
12 H 0.52608 2.41089 -0.48675  C1 1.093
13 H 1.71286 2.41208 0.74601  C1 1.091
14 H 0.02106 2.26329 1.20135  C1 1.090
15 H 0.42676 0.26851 2.29429  C3 1.092
16 H 2.13919 0.04706 2.02313  C3 1.093
17 H 0.95791 -1.91203 2.92696  C4 1.090
18 H 1.88939 -2.29019 1.47114  C4 1.091
19 H -1.14760 -1.84720 1.81952  C5 1.089
20 H -0.35275 -3.25661 1.16023  C5 1.094
21 H -2.16955 -1.67865 -1.58426  C9 1.087
22 H -2.60931 -1.56786 0.05021  C9 1.088
23 H -2.14360 -3.12382 -0.54636  C9 1.086
24 H 1.47130 -2.72546 -0.68508  C10 1.090
25 H 0.69772 -1.94398 -2.06947  C10 1.092
26 H 0.14339 -3.48631 -1.47097  C10 1.090
27 H 1.96804 0.52958 -1.60602  C11 1.091
28 H 2.42695 -0.89646 -0.69653  C11 1.085
29 H 3.01846 0.72083 -0.25323  C11 1.090
30 C -4.26180 3.49249 0.92152  C31 1.400, C36 1.430, H40 1.080
31 C -5.21680 2.77383 0.19340  C30 1.400, C32 1.506, O39 1.248
32 C -5.08903 1.28419 0.01539  C31 1.506, O33 1.245, C34 1.399
33 O -5.89258 0.63166 -0.67672  C32 1.245
34 C -4.01531 0.59444 0.58977  C32 1.399, C35 1.415, H41 1.080
35 C -3.01223 1.25050 1.34150  C34 1.415, C36 1.604, O38 1.256
36 C -3.13841 2.83948 1.51900  C30 1.430, C35 1.604, O37 1.237
37 O -2.32245 3.46910 2.20299  C36 1.237
38 O -2.02145 0.63488 1.80659  C35 1.256
39 O -6.14974 3.42861 -0.31485  C31 1.248
40 H -4.33260 4.55092 1.12429  C30 1.080
41 H -3.92470 -0.47853 0.51114  C34 1.080
42 C -3.68328 -6.62294 -1.51774  N43 1.496, H46 1.085, H47 1.088, H48 1.086
43 N -2.87608 -5.80221 -0.56266  C42 1.496, O44 1.209, O45 1.216
44 O -3.47205 -5.37695 0.40004  N43 1.209
45 O -1.66605 -5.80070 -0.68142  N43 1.216
46 H -3.16573 -6.75731 -2.46179  C42 1.085
47 H -4.59282 -6.08452 -1.77752  C42 1.088
48 H -3.95621 -7.54818 -1.01901  C42 1.086
49 C -3.31498 -1.04415 3.88769  N50 1.515, H53 1.085, H54 1.086, H55 1.086
50 N -3.51967 -2.51495 4.18655  C49 1.515, O51 1.215, O52 1.211
51 O -2.95816 -3.25991 3.40887  N50 1.215
52 O -3.99166 -2.80838 5.26298  N50 1.211
53 H -3.77689 -0.83659 2.92835  C49 1.085
54 H -2.23599 -0.92549 3.88832  C49 1.086
55 H -3.76924 -0.51148 4.71766  C49 1.086
56 C -2.98248 2.73012 -2.21018  N57 1.495, H60 1.088, H61 1.087, H62 1.084
57 N -1.63036 3.36014 -2.30949  C56 1.495, O58 1.215, O59 1.218
58 O -1.26969 4.13633 -1.44744  N57 1.215
59 O -0.95364 3.03579 -3.26841  N57 1.218
60 H -3.59055 3.61871 -2.05745  C56 1.088
61 H -2.89837 2.04526 -1.37026  C56 1.087
62 H -3.14824 2.25391 -3.16949  C56 1.084
63 C -0.71580 0.40063 -5.21305  N64 1.488, H67 1.086, H68 1.084, H69 1.087
64 N 0.65301 0.85123 -4.84272  C63 1.488, O65 1.219, O66 1.211
65 O 1.16277 0.36766 -3.84599  N64 1.219
66 O 1.22724 1.66913 -5.52670  N64 1.211
67 H -0.83794 -0.67806 -5.18445  C63 1.086
68 H -0.97844 0.82470 -6.17520  C63 1.084
69 H -1.32870 0.78606 -4.40219  C63 1.087
70 C -2.22533 -4.75606 -4.61348  N71 1.494, H74 1.083, H75 1.086, H76 1.088
71 N -2.22696 -3.55755 -3.72137  C70 1.494, O72 1.224, O73 1.209
72 O -3.03465 -3.60353 -2.80306  N71 1.224
73 O -1.39862 -2.68263 -3.82593  N71 1.209
74 H -1.96116 -5.63265 -4.03437  C70 1.083
75 H -1.54336 -4.55635 -5.43497  C70 1.086
76 H -3.24617 -4.72558 -4.98996  C70 1.088
77 C -0.74792 5.71211 1.27838  N78 1.495, H81 1.084, H82 1.088, H83 1.084
78 N 0.20526 6.86148 1.34653  C77 1.495, O79 1.210, O80 1.225
79 O 0.20627 7.62670 2.28409  N78 1.210
80 O 0.98024 6.98365 0.40588  N78 1.225
81 H -0.24027 4.84913 0.86403  C77 1.084
82 H -1.57470 6.00437 0.63420  C77 1.088
83 H -1.14006 5.52527 2.27136  C77 1.084
84 C -5.30046 -1.65149 -2.58242  N85 1.506, H88 1.084, H89 1.084, H90 1.086
85 N -4.56569 -1.06268 -3.75772  C84 1.506, O86 1.215, O87 1.217
86 O -3.62060 -0.34319 -3.50354  N85 1.215
87 O -4.90198 -1.40171 -4.87730  N85 1.217
88 H -4.64405 -1.43257 -1.74773  C84 1.084
89 H -5.31201 -2.71076 -2.81425  C84 1.084
90 H -6.22228 -1.08399 -2.49773  C84 1.086
91 C -0.98031 2.17213 4.72461  N92 1.487, H95 1.085, H96 1.086, H97 1.087
92 N 0.13820 1.56194 5.49085  C91 1.487, O93 1.214, O94 1.221
93 O 0.30054 1.87264 6.65352  N92 1.214
94 O 0.81501 0.70624 4.94319  N92 1.221
95 H -1.00658 3.22165 4.99868  C91 1.085
96 H -1.85379 1.56050 4.92884  C91 1.086
97 H -0.74971 2.11404 3.66346  C91 1.087
98 C 4.92073 1.02530 -3.52941  N99 1.486, H102 1.086, H103 1.092, H104 1.085
99 N 4.97541 -0.45964 -3.49705  C98 1.486, O100 1.216, O101 1.212
100 O 4.15150 -1.00992 -2.79171  N99 1.216
101 O 5.84944 -1.04050 -4.10332  N99 1.212
102 H 5.55713 1.46398 -4.29245  C98 1.086
103 H 5.40508 1.33343 -2.60072  C98 1.092
104 H 3.90749 1.41288 -3.51608  C98 1.085
105 Br 1.87682 -1.32888 -6.80040  C106 1.976
106 C 1.69610 -3.11718 -5.97940  Br105 1.976, C107 1.521, H109 1.085, H110 1.084
107 C 2.40893 -3.05570 -4.63679  C106 1.521, Br108 1.991, H111 1.086, H112 1.087
108 Br 2.17091 -4.85073 -3.80853  C107 1.991
109 H 2.20709 -3.82404 -6.62496  C106 1.085
110 H 0.62436 -3.27194 -5.92059  C106 1.084
111 H 2.05245 -2.28724 -3.95682  C107 1.086
112 H 3.47287 -2.88360 -4.77714  C107 1.087
113 Br 2.27346 4.49643 3.04177  C114 2.008
114 C 3.97563 4.73779 2.00347  Br113 2.008, C115 1.514, H117 1.088, H118 1.086
115 C 3.90632 5.97985 1.14075  C114 1.514, Br116 1.981, H119 1.086, H120 1.086
116 Br 5.68591 6.35038 0.35415  C115 1.981
117 H 4.10993 3.86403 1.37005  C114 1.088
118 H 4.77601 4.75192 2.73694  C114 1.086
119 H 3.71933 6.92396 1.64413  C115 1.086
120 H 3.15163 5.90647 0.36355  C115 1.086
121 Br 1.04194 6.17732 -4.66628  C122 1.954
122 C 2.46916 5.07366 -3.91577  Br121 1.954, C123 1.529, H125 1.088, H126 1.086
123 C 2.04627 4.64056 -2.51145  C122 1.529, Br124 1.943, H127 1.088, H128 1.088
124 Br 3.49019 3.66976 -1.64638  C123 1.943
125 H 3.36838 5.67804 -3.81159  C122 1.088
126 H 2.68869 4.22754 -4.56066  C122 1.086
127 H 1.22639 3.92874 -2.58153  C123 1.088
128 H 1.69755 5.45884 -1.88564  C123 1.088
129 Br -3.13580 -7.90142 2.80440  C130 1.977
130 C -1.28539 -7.22951 2.62077  Br129 1.977, C131 1.503, H133 1.092, H134 1.089
131 C -1.18264 -5.77475 2.98459  C130 1.503, Br132 1.940, H135 1.090, H136 1.089
132 Br 0.66369 -5.20645 3.16166  C131 1.940
133 H -0.99898 -7.31764 1.57116  C130 1.092
134 H -0.52226 -7.83028 3.11303  C130 1.089
135 H -1.68943 -5.61665 3.93615  C131 1.090
136 H -1.78263 -5.19946 2.28129  C131 1.089
137 C 4.31732 -1.31730 7.01182  C138 1.510, H142 1.089, H143 1.091, H144 1.093
138 C 3.66586 -0.27618 6.13297  C137 1.510, O139 1.420, H145 1.093, H146 1.098
139 O 4.66657 0.14374 5.21733  C138 1.420, C140 1.443
140 C 4.24049 1.23676 4.37640  O139 1.443, C141 1.530, H147 1.093, H148 1.091
141 C 5.52438 1.60301 3.62879  C140 1.530, H149 1.089, H150 1.090, H151 1.087
142 H 5.33220 -1.06682 7.31553  C137 1.089
143 H 3.67841 -1.49165 7.87819  C137 1.091
144 H 4.39439 -2.23553 6.42447  C137 1.093
145 H 2.75010 -0.63854 5.65928  C138 1.093
146 H 3.28026 0.52039 6.78309  C138 1.098
147 H 3.50746 0.87294 3.65236  C140 1.093
148 H 3.83279 2.01946 5.01801  C140 1.091
149 H 6.27142 1.87990 4.37174  C141 1.089
150 H 5.36511 2.48803 3.01191  C141 1.090
151 H 5.78960 0.72249 3.04871  C141 1.087

Here are the Löwdin charges for atoms 1 to 4, given in e: atom 1 (C): -0.015, atom 2 (C): -0.409, atom 3 (C): -0.123, atom 4 (C): -0.165